(1)
ORCA calculation (ωB97M-V/def2-TZVPD) on a structure of composition C34H46As4N2PdS2 in a non-equilibrium geometry.

Molar mass   952.998 g/mol
ΔE to the lowest compared entry with this formula, charge and spin   266.4 kJ/mol
Gap between HOMO and LUMO (alpha / beta)   0.2134 / 0.2134 hartree
DFT total energy   -11300.00424 hartree

The geometry in XYZ format:
```
89
C34H46As4N2PdS2 (ωB97M-V/def2-TZVPD)
Pd -0.49 0.78 0.00
S -0.36 -0.03 -2.21
C -1.87 -0.66 -2.78
C -1.92 -1.09 -4.11
C -3.07 -1.67 -4.63
C -4.19 -1.83 -3.82
C -4.16 -1.40 -2.51
C -3.01 -0.81 -1.98
As -2.86 -0.19 -0.14
C -4.62 -0.72 0.63
C -4.90 -2.07 0.81
C -6.06 -2.48 1.46
C -6.94 -1.54 1.96
C -6.66 -0.19 1.82
C -5.50 0.22 1.17
C -3.25 1.70 -0.41
C -2.89 2.60 0.60
C -3.16 3.96 0.46
C -3.77 4.42 -0.69
C -4.12 3.54 -1.70
C -3.86 2.19 -1.56
H -1.04 -0.97 -4.73
H -3.10 -1.98 -5.66
H -5.08 -2.29 -4.22
H -5.03 -1.50 -1.87
H -4.21 -2.81 0.42
H -6.27 -3.53 1.58
H -7.85 -1.85 2.46
H -7.34 0.55 2.22
H -5.29 1.28 1.06
H -2.44 2.23 1.52
H -2.89 4.64 1.26
H -3.95 5.48 -0.82
H -4.62 3.91 -2.59
H -4.15 1.50 -2.35
C -0.56 1.91 3.71
As -0.17 0.46 2.43
C 1.69 0.18 2.93
C -1.12 -0.95 3.46
C -0.94 -2.45 3.16
C 0.36 -2.97 3.78
C -0.98 -2.78 1.67
As 0.44 -2.18 0.39
C -0.38 -3.21 -1.08
C 1.80 -3.59 0.77
C -2.13 -3.16 3.83
As -2.15 -5.15 3.73
C -4.05 -5.30 4.24
C -1.46 -5.56 5.53
H -1.63 1.97 3.93
H -0.23 2.86 3.30
H -0.02 1.72 4.65
H 1.77 -0.21 3.94
H 2.20 1.15 2.87
H 2.17 -0.50 2.22
H -2.18 -0.70 3.33
H -0.87 -0.77 4.52
H 1.21 -2.45 3.36
H 0.45 -4.03 3.58
H 0.34 -2.81 4.86
H -1.92 -2.37 1.26
H -1.02 -3.87 1.57
H -0.40 -4.28 -0.84
H 0.18 -3.06 -2.00
H -1.41 -2.88 -1.25
H 1.32 -4.51 1.09
H 2.52 -3.28 1.53
H 2.35 -3.78 -0.15
H -3.05 -2.81 3.36
H -2.18 -2.88 4.89
H -4.69 -4.97 3.43
H -4.25 -4.70 5.13
H -4.29 -6.34 4.47
H -0.37 -5.56 5.56
H -1.80 -6.56 5.82
H -1.83 -4.85 6.26
C -0.60 7.02 0.12
C -0.46 5.64 -0.45
C -1.02 5.25 -1.66
C -0.99 3.90 -1.97
N -0.39 3.02 -1.19
C 0.29 3.52 -0.14
S 1.36 2.43 0.64
N 0.23 4.77 0.28
H -0.45 7.78 -0.64
H 0.11 7.15 0.93
H -1.61 7.13 0.53
H -1.51 5.95 -2.32
H -1.46 3.50 -2.86
```


(2)
ORCA calculation (ωB97M-V/def2-TZVPD) on a structure of composition C34H46BBrN3O19PS2 in a non-equilibrium geometry.

Molar mass   986.568 g/mol
Gap between HOMO and LUMO   0.2229 hartree
DFT total energy   -6653.59475 hartree

The geometry in XYZ format:
```
107
C34H46BBrN3O19PS2 (ωB97M-V/def2-TZVPD)
C 0.84 3.08 0.61
C -0.18 2.14 0.01
N -0.24 1.88 -1.22
C -1.19 1.67 1.04
C -1.77 0.26 1.04
Br -2.65 -0.14 -0.69
C -2.92 0.33 2.11
C -2.50 1.04 3.40
P -4.43 1.31 1.42
C -5.75 0.05 1.34
C -5.05 2.32 2.83
O -3.47 -0.97 2.45
S -2.53 -2.03 3.16
O -2.07 -1.52 4.42
O -3.28 -3.24 3.19
C -1.14 -2.19 2.05
C 0.00 -2.77 2.93
N -0.42 -3.92 3.72
B -1.61 -3.39 1.04
O -2.82 -3.34 0.42
O -0.79 -4.50 0.86
C -0.64 -0.90 1.30
S -0.07 -1.66 -0.25
O 0.39 -0.24 1.99
C 1.73 -0.70 1.87
C 2.61 0.08 0.90
N 3.73 -0.75 0.47
C 4.39 -0.17 -0.70
C 3.67 -0.49 -2.04
C 3.30 0.75 -2.84
O 2.53 -1.32 -1.83
H 1.22 2.73 1.56
H 0.34 4.04 0.78
H 1.65 3.27 -0.09
H 0.51 2.35 -1.72
H -0.74 1.87 2.00
H -2.04 2.36 0.96
H -3.27 0.86 4.15
H -1.57 0.64 3.80
H -2.38 2.10 3.27
H -5.52 -0.62 0.52
H -6.67 0.59 1.12
H -5.87 -0.49 2.27
H -5.41 1.77 3.70
H -5.88 2.91 2.44
H -4.31 3.04 3.18
H 0.36 -1.97 3.57
H 0.80 -3.11 2.28
H -0.69 -3.68 4.66
H 0.27 -4.65 3.73
H -2.98 -4.16 -0.03
H -1.10 -5.23 1.40
H 0.53 -0.65 -0.90
H 2.17 -0.59 2.86
H 1.82 -1.75 1.63
H 2.99 0.97 1.41
H 2.07 0.43 0.02
H 4.43 -0.72 1.21
H 4.47 0.92 -0.59
H 5.40 -0.57 -0.73
H 4.39 -1.05 -2.64
H 2.30 1.11 -2.60
H 3.30 0.51 -3.90
H 4.04 1.53 -2.69
H 2.63 -2.12 -2.33
C -8.56 0.78 7.21
C -8.28 1.15 5.96
C -8.24 2.59 5.54
O -7.96 2.82 4.38
C -8.52 3.61 6.53
C -8.80 3.24 7.79
C -8.83 1.80 8.21
O -9.08 1.57 9.38
O -9.07 4.10 8.76
O -8.03 0.29 4.98
H -8.60 -0.26 7.52
H -8.49 4.65 6.22
H -9.23 3.56 9.56
H -7.85 0.82 4.18
C 1.36 2.29 -9.13
C 1.72 2.58 -7.87
C 2.05 1.50 -6.87
O 2.38 1.86 -5.75
C 1.94 0.11 -7.28
C 1.58 -0.17 -8.54
C 1.27 0.90 -9.55
O 0.97 0.54 -10.67
O 1.46 -1.41 -9.00
O 1.82 3.81 -7.40
H 1.12 3.06 -9.85
H 2.17 -0.65 -6.55
H 1.19 -1.32 -9.94
H 2.10 3.72 -6.47
C 7.54 -3.11 -3.52
C 8.73 -3.51 -3.06
C 9.95 -2.62 -3.11
O 10.98 -3.06 -2.65
C 9.82 -1.30 -3.71
C 8.63 -0.91 -4.18
C 7.41 -1.79 -4.10
O 6.36 -1.33 -4.54
O 8.41 0.28 -4.73
O 8.95 -4.69 -2.52
H 6.66 -3.74 -3.49
H 10.70 -0.67 -3.76
H 7.46 0.29 -4.97
H 9.89 -4.71 -2.27
```


(3)
ORCA calculation (ωB97M-V/def2-TZVPD) on a structure of composition C34H46CsO6P2.

Molar mass   745.589 g/mol
Charge   -1
ΔE to the lowest compared entry with this formula, charge and spin   63.5 kJ/mol
Gap between HOMO and LUMO (alpha / beta)   0.2044 / 0.1904 hartree
DFT total energy   -2477.58982 hartree

The geometry in XYZ format:
```
89
C34H46CsO6P2 (ωB97M-V/def2-TZVPD)
Cs -1.55 0.26 0.01
C 1.68 0.81 1.63
C 1.90 1.27 0.33
C 1.26 2.41 -0.12
C 0.38 3.09 0.71
C 0.15 2.64 2.00
C 0.81 1.50 2.46
H 2.16 -0.10 1.97
H 2.55 0.71 -0.33
H 1.40 2.75 -1.14
H -0.18 3.94 0.34
H -0.58 3.14 2.62
H 0.62 1.14 3.46
C 0.24 -2.61 2.91
C -1.21 -2.95 3.19
C -1.66 -2.51 4.57
O -2.03 -2.26 2.22
P -2.89 -3.05 1.11
O -3.60 -2.03 0.31
C -1.86 -4.17 0.26
P -0.78 -3.08 -1.23
O 0.12 -2.30 -0.30
O -0.65 -2.13 -2.66
C -1.58 -2.29 -3.72
C -2.97 -1.83 -3.33
C -1.59 -3.71 -4.27
O 0.01 -4.42 -1.77
C 1.13 -4.92 -1.04
C 1.14 -6.43 -1.20
C 2.41 -4.27 -1.55
O -3.90 -3.97 1.98
C -5.01 -3.34 2.66
C -6.20 -3.25 1.71
C -5.31 -4.19 3.87
H 0.89 -3.15 3.59
H 0.39 -1.54 3.05
H 0.50 -2.84 1.87
H -1.37 -4.03 3.08
H -1.54 -1.43 4.66
H -1.05 -2.99 5.34
H -2.71 -2.75 4.74
H -2.46 -4.89 -0.29
H -1.14 -4.67 0.90
H -1.20 -1.63 -4.51
H -3.36 -2.43 -2.51
H -3.65 -1.90 -4.18
H -2.96 -0.79 -3.00
H -2.02 -4.41 -3.55
H -0.57 -4.05 -4.50
H -2.19 -3.75 -5.19
H 1.01 -4.66 0.02
H 1.23 -6.69 -2.26
H 0.21 -6.86 -0.82
H 1.98 -6.87 -0.66
H 2.54 -4.49 -2.61
H 3.28 -4.64 -1.00
H 2.34 -3.19 -1.42
H -4.70 -2.34 2.97
H -6.49 -4.24 1.39
H -5.93 -2.65 0.84
H -7.04 -2.78 2.22
H -5.59 -5.20 3.56
H -6.13 -3.76 4.45
H -4.43 -4.26 4.52
C -3.13 3.12 0.67
C -3.09 3.01 -0.57
C -2.94 2.67 -1.91
C -3.95 1.86 -2.59
C -4.89 1.14 -1.83
C -5.86 0.36 -2.45
C -5.93 0.30 -3.84
C -5.03 1.03 -4.60
C -4.05 1.80 -3.99
C -1.68 3.03 -2.59
C -1.06 4.26 -2.32
C 0.15 4.59 -2.90
C 0.79 3.70 -3.76
C 0.20 2.47 -4.02
C -1.02 2.14 -3.45
H -4.84 1.20 -0.75
H -6.55 -0.21 -1.84
H -6.68 -0.31 -4.32
H -5.09 1.01 -5.68
H -3.37 2.37 -4.59
H -1.56 4.94 -1.64
H 0.60 5.55 -2.69
H 1.74 3.96 -4.21
H 0.70 1.76 -4.66
H -1.45 1.17 -3.64
```